# 1
84
Properties=species:S:1:pos:R:3 method="wB97M-V/def2-TZVPD" charge=0 homo_lumo_gap_ev=8.061 spin_multiplicity=1
C -3.245 2.054 3.410
C -2.514 3.415 3.643
N -2.595 4.246 2.415
C -3.307 5.515 2.587
C -4.315 5.680 1.408
B -5.667 4.944 1.669
O -6.390 5.141 2.843
B -6.428 3.922 3.496
O -6.683 2.783 2.775
B -6.893 3.037 1.418
O -6.228 4.038 0.774
C -1.299 4.426 1.835
C -0.993 3.467 0.729
O -0.513 5.232 2.210
H -3.761 2.118 2.462
H -3.962 1.889 4.209
H -2.513 1.257 3.339
H -1.471 3.165 3.828
H -2.888 3.928 4.522
H -2.655 6.387 2.575
H -3.900 5.544 3.497
H -4.491 6.750 1.257
H -3.850 5.333 0.490
H -6.250 3.895 4.668
H -7.680 2.338 0.872
H -1.183 2.475 1.095
H -1.744 3.643 -0.043
H 0.017 3.585 0.364
C 4.360 -1.202 -0.174
C 3.324 -1.320 -1.091
C 2.096 -0.737 -0.829
C 1.920 -0.037 0.353
C 2.942 0.083 1.277
C 4.167 -0.505 1.009
N 0.627 0.599 0.626
O -0.260 0.459 -0.196
O 0.514 1.235 1.660
H 5.321 -1.654 -0.384
H 3.476 -1.865 -2.013
H 1.293 -0.834 -1.545
H 2.795 0.626 2.198
H 4.974 -0.417 1.724
C 1.998 6.759 0.839
C 1.069 7.789 0.896
C 1.478 9.102 0.722
C 2.816 9.365 0.488
C 3.754 8.350 0.434
C 3.339 7.040 0.611
N 3.250 10.754 0.279
O 2.405 11.627 0.352
O 4.428 10.950 0.044
H 1.672 5.736 0.971
H 0.027 7.566 1.075
H 0.755 9.903 0.767
H 4.797 8.567 0.254
H 4.061 6.236 0.570
C -0.186 -6.867 -1.595
C 1.094 -7.108 -1.113
C 1.700 -6.198 -0.262
C 1.010 -5.055 0.099
C -0.264 -4.796 -0.377
C -0.862 -5.710 -1.230
N 1.639 -4.098 1.020
O 2.768 -4.340 1.406
O 0.993 -3.118 1.342
H -0.658 -7.582 -2.255
H 1.620 -8.009 -1.400
H 2.696 -6.387 0.112
H -0.791 -3.898 -0.091
H -1.857 -5.522 -1.608
C 3.239 -10.843 -5.587
C 2.381 -11.852 -5.169
C 1.116 -11.537 -4.699
C 0.726 -10.210 -4.658
C 1.572 -9.193 -5.065
C 2.836 -9.515 -5.531
N -0.623 -9.874 -4.182
O -1.337 -10.784 -3.811
O -0.946 -8.697 -4.188
H 4.224 -11.092 -5.958
H 2.697 -12.885 -5.212
H 0.450 -12.322 -4.374
H 1.258 -8.160 -5.024
H 3.506 -8.731 -5.854


# 2
99
Properties=species:S:1:pos:R:3 method="wB97M-V/def2-TZVPD" charge=+1 homo_lumo_gap_ev="6.449 / 6.449" spin_multiplicity=1
O -0.293 -0.994 -3.196
O 0.849 0.752 -4.412
C 0.406 -2.247 -3.504
C -0.334 -3.437 -2.951
H 1.395 -2.131 -3.046
H 0.502 -2.321 -4.596
H -0.436 -3.379 -1.861
H 0.248 -4.333 -3.186
H -1.319 -3.560 -3.418
C -1.615 -0.858 -3.826
C -1.608 -1.062 -5.318
H -1.954 0.147 -3.543
H -2.251 -1.591 -3.317
H -0.851 -0.461 -5.841
H -2.587 -0.759 -5.707
H -1.468 -2.118 -5.579
C 0.387 2.151 -4.230
C 2.183 0.532 -4.989
C -0.535 2.521 -5.357
H 1.291 2.771 -4.206
H -0.112 2.175 -3.254
H -0.024 2.477 -6.327
H -0.880 3.547 -5.209
H -1.419 1.872 -5.386
C 2.139 0.753 -6.480
H 2.452 -0.496 -4.726
H 2.872 1.230 -4.496
H 1.308 0.216 -6.959
H 3.068 0.375 -6.916
H 2.068 1.818 -6.729
H 0.392 -0.036 -3.712
Y 0.060 0.430 0.898
C 1.846 0.187 -0.710
Si 3.654 0.584 -0.547
H 1.716 -0.899 -0.917
H 1.521 0.701 -1.639
C 4.607 -0.604 -1.658
C 4.468 0.459 1.131
C 3.909 2.355 -1.121
C -1.631 -1.034 0.243
Si -3.169 -0.019 0.048
H -1.859 -1.885 0.922
H -1.281 -1.474 -0.716
C -4.395 -0.735 -1.175
C -2.682 1.678 -0.637
C -4.103 0.146 1.676
H 3.304 2.581 -2.008
H 4.965 2.538 -1.367
H 3.620 3.053 -0.324
H 4.282 -1.640 -1.492
H 5.682 -0.556 -1.438
H 4.472 -0.376 -2.723
H 4.220 -0.465 1.666
H 4.177 1.307 1.765
H 5.560 0.500 0.983
H -3.109 1.710 -1.652
H -1.599 1.896 -0.729
H -3.155 2.471 -0.040
H -5.009 0.754 1.521
H -3.508 0.604 2.477
H -4.422 -0.850 2.021
H -5.386 -0.291 -1.003
H -4.485 -1.823 -1.060
H -4.101 -0.517 -2.210
O 2.507 -1.103 2.605
C 1.334 -1.294 2.395
C 0.528 -2.414 2.849
C 0.896 -3.764 2.839
C 0.026 -4.692 3.415
C -1.188 -4.277 3.978
C -1.565 -2.931 3.979
C -0.689 -1.986 3.443
P -0.856 -0.185 3.499
C -0.808 -0.014 5.273
C -1.998 0.407 5.904
C -2.129 0.240 7.280
C -1.063 -0.266 8.036
C 0.148 -0.592 7.408
C 0.290 -0.463 6.027
C -0.274 1.781 3.136
C 0.815 2.378 3.775
C 1.009 3.760 3.655
C 0.158 4.531 2.855
C -0.903 3.928 2.182
C -1.168 2.561 2.369
H 1.828 -4.060 2.360
H 0.286 -5.757 3.425
H -1.850 -5.018 4.435
H -2.521 -2.611 4.394
H -2.806 0.813 5.293
H -3.069 0.504 7.767
H -1.175 -0.400 9.116
H 0.987 -0.957 8.003
H 1.225 -0.735 5.533
H 1.496 1.769 4.378
H 1.826 4.249 4.189
H 0.319 5.612 2.765
H -1.542 4.518 1.517
H -2.117 2.133 2.016


# 3
96
Properties=species:S:1:pos:R:3 method="wB97M-V/def2-TZVPD" charge=0 homo_lumo_gap_ev="8.848 / 8.266" spin_multiplicity=3 s2=2.009
Ni 0.119 0.725 1.046
C -0.175 1.954 2.789
C -1.425 1.366 2.474
C -1.797 1.864 1.154
C -0.736 2.707 0.733
C 0.275 2.769 1.723
C 1.559 3.577 1.681
C 1.613 4.465 2.930
C 1.596 4.454 0.430
C 2.779 2.648 1.674
C -3.070 1.724 0.298
C -3.258 2.994 -0.549
C -4.347 1.567 1.125
C -2.956 0.526 -0.659
C -2.053 0.313 3.404
C -2.439 -0.959 2.643
C -1.037 -0.102 4.482
C -3.268 0.877 4.163
H 0.368 1.785 3.703
H -0.716 3.269 -0.186
H 0.747 5.130 2.977
H 2.516 5.079 2.915
H 1.631 3.866 3.843
H 0.743 5.137 0.391
H 1.596 3.850 -0.483
H 2.507 5.056 0.430
H 2.796 1.995 2.548
H 3.699 3.237 1.668
H 2.783 2.014 0.782
H -3.251 3.891 0.073
H -4.219 2.942 -1.065
H -2.487 3.103 -1.314
H -4.437 2.354 1.875
H -4.411 0.604 1.623
H -5.206 1.642 0.455
H -2.156 0.677 -1.387
H -3.887 0.392 -1.217
H -2.753 -0.401 -0.117
H -1.591 -1.357 2.078
H -3.265 -0.805 1.951
H -2.739 -1.734 3.352
H -0.105 -0.481 4.063
H -1.479 -0.894 5.088
H -0.806 0.728 5.153
H -4.149 1.015 3.544
H -3.018 1.837 4.620
H -3.537 0.189 4.968
C 0.860 0.269 -1.425
C 1.192 1.426 -2.325
C 0.222 2.326 -2.755
C 0.552 3.404 -3.560
C 1.873 3.600 -3.944
C 2.856 2.705 -3.528
C 2.512 1.627 -2.734
C 2.226 4.732 -4.773
N 2.501 5.632 -5.431
H -0.194 0.314 -1.130
H 1.535 0.311 -0.559
H -0.811 2.184 -2.459
H -0.211 4.098 -3.889
H 3.884 2.858 -3.830
H 3.283 0.934 -2.416
C 1.986 -6.287 -1.375
C 1.771 -4.854 -0.907
C 2.797 -3.880 -1.483
C 2.505 -2.427 -1.096
Ge 1.158 -1.551 -2.182
C -0.569 -2.444 -2.272
C -0.633 -3.474 -3.408
C -1.918 -4.304 -3.411
C -1.997 -5.295 -2.254
H 1.274 -6.974 -0.916
H 2.991 -6.632 -1.120
H 1.875 -6.368 -2.459
H 1.818 -4.804 0.185
H 0.764 -4.531 -1.179
H 2.838 -3.993 -2.574
H 3.788 -4.162 -1.115
H 3.397 -1.799 -1.172
H 2.189 -2.371 -0.049
H 1.681 -1.344 -3.625
H -1.341 -1.681 -2.419
H -0.766 -2.911 -1.302
H 0.222 -4.158 -3.347
H -0.529 -2.954 -4.363
H -1.988 -4.848 -4.357
H -2.778 -3.628 -3.381
H -1.145 -5.980 -2.272
H -2.906 -5.897 -2.306
H -1.996 -4.792 -1.284
B 3.138 -1.874 3.369
C 2.105 -1.111 2.459
N 1.346 -0.545 1.793
H 3.227 -1.244 4.406
H 4.187 -1.910 2.756
H 2.675 -2.985 3.550


# 4
25
Properties=species:S:1:pos:R:3 method="wB97M-V/def2-TZVPD" charge=0 homo_lumo_gap_ev="6.035 / 6.773" spin_multiplicity=3 s2=2.014
C -2.570 1.946 1.836
C 2.039 -2.064 -0.650
C 0.829 -2.166 -1.163
C 2.184 -1.142 0.462
C -0.254 -1.447 -0.742
C 1.056 -0.374 0.947
C -0.249 -0.726 0.429
C -0.851 2.220 0.193
C -1.293 1.474 1.442
C -1.489 -0.031 1.079
C -1.815 -0.826 2.345
N -3.700 2.235 1.845
F -2.125 -2.081 2.086
F -2.828 -0.324 3.020
F -0.775 -0.851 3.231
H 3.007 -2.434 -0.989
H 0.709 -2.696 -2.102
H 3.088 -1.154 1.086
H -1.165 -1.551 -1.270
H 1.118 0.302 1.794
H -1.448 1.798 -0.663
H 0.279 2.301 0.107
H -1.119 3.362 0.247
H -0.501 1.627 2.129
H -2.382 -0.079 0.463


# 5
89
Properties=species:S:1:pos:R:3 method="wB97M-V/def2-TZVPD" charge=+2 homo_lumo_gap_ev="6.887 / 4.467" spin_multiplicity=2 s2=0.766
Pt -0.016 -0.031 -0.053
S -1.280 -1.790 0.887
C -0.035 -2.608 1.734
N 0.887 -2.025 2.458
C 1.905 -2.860 3.095
C 1.420 -4.313 2.979
S 0.073 -4.321 1.747
H 0.975 -1.016 2.439
H 2.014 -2.572 4.138
H 2.866 -2.718 2.601
H 1.015 -4.692 3.913
H 2.201 -4.985 2.636
C 3.736 3.985 -1.685
C 3.075 2.902 -2.559
C 2.201 3.547 -3.645
C 4.151 2.005 -3.183
C 2.204 2.108 -1.669
N 1.517 1.549 -0.940
H 4.312 4.650 -2.328
H 4.415 3.539 -0.958
H 2.992 4.576 -1.151
H 2.832 4.171 -4.277
H 1.426 4.174 -3.206
H 1.728 2.791 -4.274
H 4.862 2.633 -3.719
H 3.723 1.299 -3.896
H 4.698 1.447 -2.421
C -0.508 -3.518 -2.367
C 0.940 -3.328 -1.916
As 1.369 -1.463 -1.555
C 3.294 -1.474 -1.274
C 4.097 -2.017 -2.454
C 1.127 -0.702 -3.350
C -0.223 0.008 -3.491
H -0.758 -4.578 -2.416
H -0.672 -3.092 -3.357
H -1.208 -3.047 -1.677
H 1.625 -3.652 -2.701
H 1.150 -3.925 -1.028
H 3.487 -2.070 -0.380
H 3.585 -0.448 -1.044
H 3.878 -3.068 -2.640
H 5.163 -1.940 -2.241
H 3.901 -1.461 -3.371
H 1.207 -1.517 -4.069
H 1.948 -0.009 -3.535
H -1.048 -0.695 -3.376
H -0.316 0.473 -4.473
H -0.337 0.780 -2.729
C -2.389 4.789 1.079
Si -1.918 3.411 -0.073
C -3.294 2.424 -0.851
C -0.640 3.960 -1.311
Ge -0.786 1.675 1.454
Si 0.900 2.657 2.922
C 1.818 1.179 3.631
C 2.104 3.579 1.830
C 0.155 3.774 4.209
Si -2.772 1.017 2.992
C -1.911 -0.165 4.156
C -3.342 2.565 3.849
C -3.997 0.167 1.874
H -2.717 5.653 0.491
H -1.537 5.108 1.683
H -3.205 4.515 1.747
H -3.489 2.786 -1.866
H -4.225 2.511 -0.289
H -3.028 1.369 -0.919
H -0.995 4.855 -1.834
H -0.455 3.183 -2.054
H 0.305 4.206 -0.822
H 2.251 0.595 2.811
H 1.181 0.530 4.238
H 2.644 1.509 4.267
H 2.500 2.915 1.061
H 2.944 3.953 2.423
H 1.635 4.435 1.338
H -0.353 3.218 5.000
H -0.560 4.468 3.764
H 0.940 4.373 4.679
H -1.023 0.282 4.606
H -1.629 -1.082 3.637
H -2.587 -0.441 4.974
H -2.528 3.270 4.018
H -3.754 2.301 4.828
H -4.130 3.070 3.289
H -3.497 -0.313 1.036
H -4.747 0.856 1.482
H -4.525 -0.614 2.430


# 6
41
Properties=species:S:1:pos:R:3 method="wB97M-V/def2-TZVPD" charge=0 homo_lumo_gap_ev=9.216 spin_multiplicity=1 smiles="CCOC(=O)N1CCN(C(=O)CSc2ccc(Cl)cc2)CC1"
C -4.344 -0.030 1.018
C -4.140 -1.110 -0.033
O -2.788 -1.170 -0.488
C -1.958 -1.970 0.214
O -2.267 -2.585 1.207
N -0.732 -2.015 -0.359
C -0.408 -1.240 -1.542
C 1.034 -1.519 -1.947
N 1.911 -1.339 -0.808
C 2.903 -0.429 -0.895
O 3.132 0.186 -1.920
C 3.769 -0.206 0.329
S 2.893 0.514 1.774
C 1.466 1.266 1.025
C 0.231 1.036 1.619
C -0.912 1.589 1.076
C -0.814 2.355 -0.075
Cl -2.247 3.010 -0.786
C 0.418 2.605 -0.661
C 1.564 2.074 -0.099
C 1.599 -2.123 0.374
C 0.290 -2.885 0.173
H -4.053 0.939 0.621
H -3.750 -0.258 1.900
H -5.392 0.004 1.301
H -4.728 -0.898 -0.929
H -4.418 -2.088 0.373
H -0.537 -0.175 -1.320
H -1.087 -1.500 -2.361
H 1.138 -2.535 -2.339
H 1.353 -0.813 -2.717
H 4.576 0.471 0.049
H 4.190 -1.143 0.694
H 0.169 0.427 2.507
H -1.871 1.416 1.536
H 0.484 3.217 -1.547
H 2.522 2.280 -0.548
H 2.404 -2.840 0.576
H 1.499 -1.466 1.241
H -0.073 -3.265 1.129
H 0.442 -3.738 -0.500


# 7
15
Properties=species:S:1:pos:R:3 method="wB97M-V/def2-TZVPD" charge=0 homo_lumo_gap_ev=9.341 spin_multiplicity=1 smiles=C1C[C@@H]2C[C@@H]2N1
C -0.323 -0.107 -1.530
C -1.083 -0.657 -0.278
C 0.018 -0.680 0.588
C 0.270 0.398 1.725
C 0.933 0.316 0.371
N 0.378 0.921 -0.841
H -1.069 0.573 -2.151
H 0.286 -0.734 -2.050
H -1.570 -1.666 -0.308
H -1.818 0.105 0.084
H 0.537 -1.591 0.666
H 1.037 0.296 2.563
H -0.726 0.970 2.052
H 1.996 0.262 0.459
H 1.133 1.595 -1.351


# 8
15
Properties=species:S:1:pos:R:3 method="wB97M-V/def2-TZVPD" charge=0 homo_lumo_gap_ev=8.851 spin_multiplicity=1
C 0.558 0.330 -0.331
C -0.397 0.770 0.784
C -1.662 -0.054 0.398
C 0.478 -1.097 -0.256
C 1.681 -0.661 -0.599
H 0.094 2.246 -1.245
H -0.324 0.222 1.815
H -0.430 1.791 0.828
H -1.873 -0.788 1.367
H -2.410 0.540 -0.015
H 0.675 -1.335 0.789
H 1.976 -0.418 -1.571
O 0.103 1.002 -1.551
F 2.676 -0.912 0.269
S -1.145 -1.636 -0.680